{"formula": "C2H14N3O3", "method": "ωB97M-V/def2-TZVPD", "symbols": ["C", "N", "C", "N", "N", "H", "H", "H", "H", "H", "H", "H", "H", "H", "H", "O", "H", "H", "O", "H", "H", "O"], "xyz": [[0.13819, -2.23634, -0.78064], [0.10768, -0.82927, -1.15781], [-0.97982, -0.13723, -1.51447], [-1.12568, 1.16293, -1.34206], [-1.95602, -0.72265, -2.26191], [0.46305, -2.86379, -1.59833], [-0.88610, -2.61329, -0.59537], [0.69634, -2.38590, 0.20084], [0.72188, -0.16984, -0.64647], [-0.52122, 1.72902, -0.71921], [-1.93066, 1.65244, -1.68480], [-2.50820, -0.23055, -2.96559], [-1.81421, -1.64529, -2.66714], [4.00797, 1.31527, 4.41656], [4.87682, 0.96112, 3.10394], [4.05908, 0.83116, 3.58784], [-2.34261, 0.26854, 0.69207], [-2.84528, 0.45990, 2.09893], [-2.02856, 0.45955, 1.58528], [1.12092, 1.09983, 1.30993], [1.62152, 2.35844, 0.49370], [1.12493, 1.53594, 0.44470]], "forces_ev_per_a": [[-0.8, -0.8, 1.1], [0.0, 2.1, 1.4], [-0.6, -0.7, -2.3], [1.0, 1.3, 1.2], [-0.3, -1.2, -0.7], [0.8, 0.0, 0.0], [0.3, 0.5, 0.2], [-0.5, 0.2, -1.6], [0.0, -0.9, -0.3], [-0.2, -1.0, -0.3], [-0.2, -0.2, -0.3], [0.3, 0.6, 0.9], [0.4, 0.1, 0.7], [0.6, 0.1, -0.2], [0.2, 0.4, 0.6], [-0.9, -0.5, -0.4], [0.0, 0.1, 0.2], [0.1, 0.0, 0.2], [-0.2, -0.1, -0.4], [0.1, 0.5, 0.0], [0.2, -0.1, 0.3], [-0.3, -0.4, -0.3]], "relative_energy_kcal_mol": 24.7, "multiplicity": 1, "total_charge": 1}